DFT (ωB97M-V/def2-TZVPD) results for a cluster of 9 separate species, C54H115F2O28P7 in total in a non-equilibrium geometry.

The geometry in XYZ format:
```
206
Properties=species:S:1:pos:R:3:forces:R:3:lowdin_charge:R:1
P 25.71322 20.38813 18.22068 -0.6 0.1 0.9 0.331
P 15.58762 11.11200 14.75446 1.2 -0.2 1.8 0.384
P 13.68541 18.58306 12.61232 0.7 -0.6 -0.6 0.395
P 14.51737 14.23974 19.71925 -1.4 0.6 0.6 0.315
P 21.55925 11.91618 16.68063 1.2 -0.2 -0.9 0.380
P 14.03009 20.34887 17.69342 -0.4 0.3 -0.4 0.355
P 19.12262 20.36529 21.27097 0.4 1.3 -1.0 0.327
F 21.54670 17.25288 16.21306 0.3 -0.3 -0.6 0.057
F 19.59186 21.98433 13.99939 -0.8 0.1 -0.5 0.057
O 14.57462 14.82185 18.38828 0.2 0.2 -1.3 -0.207
O 19.56145 20.91411 22.55355 -0.1 -0.3 0.5 -0.216
O 19.52674 21.31141 20.06368 0.6 0.6 -0.3 -0.195
O 14.65462 12.39359 14.65829 0.4 0.5 0.6 -0.190
O 15.64895 10.44419 16.08913 -0.2 0.9 -1.4 -0.245
O 17.04664 11.46165 14.18210 -1.2 0.3 1.0 -0.169
O 24.48012 19.60793 17.65770 1.1 0.3 -0.6 -0.200
O 12.80540 18.07214 11.40562 -0.1 -0.1 0.1 -0.187
O 14.82681 19.47123 11.91617 -0.2 -0.4 0.4 -0.200
O 12.89139 19.36393 13.53683 -0.6 0.1 1.2 -0.208
O 13.20713 13.41731 20.04170 -0.6 0.1 0.4 -0.151
O 13.94969 19.09051 18.62960 -0.2 -1.1 -0.5 -0.180
O 14.41677 17.21816 13.09134 -0.1 1.5 -1.1 -0.173
O 26.52956 19.39422 19.15108 -0.1 -0.2 0.3 -0.160
O 21.52265 13.48449 16.53213 -1.8 -0.8 0.1 -0.195
O 17.58979 20.17152 21.01785 -0.1 -0.7 0.4 -0.180
O 14.47603 15.32838 20.85887 -0.8 -0.2 0.0 -0.167
O 12.56999 20.35666 17.09357 -0.3 0.8 -1.4 -0.212
O 25.03821 21.36707 19.27208 0.6 0.0 -0.4 -0.231
O 20.01824 11.54030 16.50989 0.5 0.7 0.3 -0.192
O 15.03700 10.29262 13.56518 0.2 -1.0 -0.7 -0.170
O 26.47950 21.03596 17.17508 0.6 0.3 -0.8 -0.206
O 22.53419 11.23611 15.79547 -0.9 0.1 0.4 -0.241
O 21.94632 11.72704 18.20602 -0.1 -0.3 1.0 -0.186
O 15.65562 13.29947 20.12472 1.4 -1.1 0.4 -0.143
O 14.39596 21.53140 18.48925 0.7 -0.2 -0.5 -0.235
O 14.86699 20.01024 16.34473 1.3 0.5 1.3 -0.214
O 19.68677 18.96973 20.81932 1.0 0.0 0.7 -0.208
C 13.67274 8.70058 12.51326 -0.7 -1.2 0.4 -0.070
C 22.69326 19.74374 19.29774 -0.5 -0.7 -1.1 -0.050
C 12.19132 21.45763 16.14485 1.9 1.1 3.2 -0.172
C 20.34610 22.50198 20.19726 -1.0 0.7 -0.2 -0.205
C 15.59291 16.14890 21.09106 1.4 -0.6 1.7 -0.232
C 22.46376 10.47193 18.76519 -0.8 0.6 -0.2 -0.224
C 27.22577 17.79680 17.37395 -1.5 0.2 0.9 -0.076
C 11.90287 22.69640 17.04280 -1.7 0.1 -1.6 -0.078
C 12.56068 17.30420 9.14894 1.0 -1.3 0.4 -0.063
C 19.36264 16.75220 16.96640 0.1 -2.9 -1.0 -0.018
C 13.91746 21.29546 10.53449 1.0 -0.9 0.2 -0.062
C 10.79572 13.33856 19.76096 -0.5 -2.2 0.7 -0.081
C 23.54633 18.84690 18.38765 0.0 0.1 1.0 -0.229
C 20.35056 17.62975 16.66821 -0.6 2.5 0.6 -0.267
C 12.82275 16.30030 14.68756 -0.9 -0.5 -0.4 -0.062
C 16.27778 20.58196 16.21995 -1.3 -0.8 -0.3 -0.167
C 17.24517 12.66140 13.44165 1.2 0.6 -0.6 -0.266
C 13.35867 17.84251 18.07778 -0.3 0.5 0.8 -0.198
C 16.65627 21.21459 21.37890 0.7 0.4 -0.9 -0.254
C 13.73785 9.71264 13.62214 -0.7 0.5 -0.7 -0.255
C 11.98005 14.19508 20.01440 0.0 1.8 -0.7 -0.283
C 22.92309 20.67146 14.29991 0.7 0.2 1.3 -0.071
C 12.72359 12.66485 16.08941 -0.3 0.7 -0.6 -0.057
C 16.96668 19.85554 15.04263 1.1 1.1 1.9 -0.032
C 19.05875 19.41298 17.58736 0.1 2.1 -0.7 -0.119
C 27.54378 18.52494 18.66308 1.6 -0.2 -0.6 -0.278
C 14.57810 20.90766 11.85981 -1.1 0.5 1.1 -0.251
C 16.63446 12.76288 19.20282 -0.7 1.1 -2.0 -0.210
C 19.45551 23.77844 19.96712 1.0 -2.1 0.3 -0.033
C 18.86858 10.15252 18.21629 -0.6 -1.8 -1.2 -0.055
C 18.09164 18.52484 17.91771 -1.0 -0.6 0.1 -0.107
C 13.40288 17.18568 10.45412 -0.4 0.4 -1.2 -0.266
C 20.48612 16.77673 21.35520 0.5 -0.2 1.2 -0.065
C 24.72597 23.48815 20.23099 0.9 0.2 -0.3 -0.067
C 23.29877 14.33931 15.09232 -0.5 -0.4 -0.9 -0.068
C 20.81810 21.77591 14.47475 0.6 -0.7 -0.3 -0.321
C 15.95982 20.84840 22.62885 -0.4 -0.7 0.8 -0.065
C 25.82537 22.53022 19.74889 -1.0 -1.8 0.7 -0.198
C 21.65705 20.88988 13.81051 -1.1 0.3 -1.3 -0.018
C 14.27796 16.67369 14.40068 -1.8 1.1 0.1 -0.233
C 20.14350 19.01739 16.88395 2.5 -1.9 -0.7 0.009
C 19.92769 18.07317 21.96687 -0.8 -0.6 -1.2 -0.220
C 17.69605 13.89603 14.25279 -0.7 0.7 -1.4 -0.054
C 16.37656 15.58315 22.31413 1.1 1.0 -1.7 -0.042
C 17.67316 13.82932 18.78224 0.0 -0.8 -0.6 -0.047
C 19.59545 10.20045 16.88348 0.7 0.1 -0.4 -0.230
C 22.63168 14.35268 16.47140 1.7 -0.9 0.4 -0.252
C 23.23317 10.71043 20.06135 -2.1 -0.7 -1.4 -0.037
C 11.87955 17.68487 18.47758 0.5 0.5 -1.0 -0.057
C 21.18540 22.45428 15.60692 -2.3 1.0 0.3 -0.045
C 18.20522 17.20051 17.54341 -0.9 0.5 1.4 -0.065
C 14.18858 13.04198 15.89074 -0.8 -0.4 -1.0 -0.236
C 22.42548 22.22654 16.08519 2.1 -0.8 0.9 -0.088
C 23.29679 21.28413 15.48676 -0.7 1.7 0.2 -0.071
H 23.01571 9.99546 17.98206 0.7 -0.2 -0.3 0.105
H 17.21255 22.15762 21.42728 -0.2 0.0 0.2 0.110
H 13.00332 21.72885 15.46635 0.1 -0.6 0.0 0.105
H 17.92149 10.66637 18.23129 -0.2 0.3 -0.3 0.042
H 26.43169 22.04808 20.56731 -0.3 1.2 -0.6 0.135
H 16.79832 20.48946 17.19884 -0.5 0.2 -1.0 0.081
H 17.37166 18.89036 15.32219 -0.4 -0.4 0.1 0.064
H 14.66262 17.39233 15.09113 -0.1 0.7 0.7 0.095
H 16.07745 21.62624 15.97529 0.4 0.0 0.1 0.115
H 25.19940 24.39894 20.59800 -0.1 0.0 0.3 0.072
H 13.89882 21.20883 12.71661 0.8 -0.5 -0.9 0.115
H 20.04335 24.61207 20.20363 1.0 1.4 0.2 0.053
H 16.95510 14.69510 22.08269 0.1 -0.1 -0.4 0.066
H 18.61403 9.06624 18.30497 0.1 0.7 0.3 0.106
H 17.72672 14.70691 13.48480 0.0 -0.4 0.4 0.088
H 12.09718 17.15487 14.65288 1.0 -0.6 0.2 0.092
H 12.72750 15.74664 15.61483 0.2 0.4 0.7 0.049
H 14.57361 20.92838 9.73261 -0.5 0.1 0.0 0.085
H 9.87437 13.85041 19.48649 0.4 0.4 -0.3 0.082
H 15.13422 21.53306 22.87697 0.3 -0.2 -0.2 0.091
H 17.13941 14.80300 18.55166 0.9 -1.4 0.0 0.051
H 22.92318 18.49088 17.59865 -0.5 -0.7 -0.3 0.083
H 17.88326 20.43396 14.82772 -0.5 0.0 -0.3 0.073
H 13.03014 10.56745 13.45478 0.3 -0.9 0.2 0.135
H 13.32818 16.17143 10.83440 0.2 -0.1 0.1 0.108
H 17.07876 16.35321 22.65080 -0.1 -0.1 0.1 0.066
H 12.96687 16.53768 8.42963 -0.5 0.7 0.6 0.086
H 10.46574 12.68069 20.62101 0.8 0.7 -0.6 0.099
H 18.88891 20.48137 17.73614 0.2 -0.3 0.2 0.119
H 24.24422 10.73252 19.85581 2.2 0.8 -0.1 0.053
H 16.89793 14.22734 14.92294 0.2 -0.2 0.3 0.057
H 26.14133 17.60452 17.49114 0.5 -1.1 -0.4 0.073
H 20.42503 23.13306 16.09343 1.1 -0.7 -0.6 0.142
H 14.13968 7.72006 12.68345 -0.1 0.4 0.7 0.089
H 11.54976 16.81044 17.92113 -0.3 0.0 -0.2 0.063
H 16.69393 20.83908 23.43838 -0.2 0.0 0.1 0.080
H 21.61887 9.81779 18.96051 -0.3 0.1 0.1 0.094
H 15.55210 21.34743 12.07040 0.0 0.2 -0.5 0.113
H 12.09010 14.89224 19.14115 -0.2 -0.4 0.8 0.100
H 19.43048 15.67295 16.66872 0.2 1.0 0.5 0.128
H 12.65504 8.49206 12.19839 -0.2 0.1 0.0 0.079
H 20.64146 18.49763 22.69329 -0.6 0.1 -0.3 0.122
H 23.70126 20.07187 13.87598 -0.2 -0.5 -0.7 0.107
H 13.56303 9.22800 14.56761 -0.1 0.1 0.6 0.114
H 14.46890 17.46843 10.33254 -0.6 -0.3 -0.2 0.121
H 14.95330 15.87797 14.47151 0.8 -1.5 -0.2 0.084
H 18.29993 13.37966 17.93428 -1.2 0.9 0.7 0.098
H 11.83345 14.81226 20.91316 0.6 -0.3 -0.1 0.126
H 18.68703 13.92600 14.71208 -0.3 -0.7 0.1 0.065
H 23.34712 14.05663 17.30155 -0.5 0.3 -1.0 0.138
H 17.04928 11.90652 19.67405 0.4 -0.5 0.5 0.094
H 24.08423 15.07155 15.06126 0.5 0.4 0.1 0.062
H 16.01376 21.23741 20.52409 -0.7 0.3 -0.4 0.096
H 20.77312 22.59879 21.17956 -0.2 -0.4 0.7 0.095
H 11.58366 17.52525 19.51256 0.7 0.1 0.2 0.075
H 21.29075 20.50326 12.84402 0.3 0.0 0.7 0.128
H 22.76593 22.77199 16.96231 0.0 -0.1 0.0 0.103
H 27.85100 17.81141 19.44216 -0.7 0.3 0.0 0.123
H 24.08281 17.99009 18.86790 -0.6 0.7 -0.1 0.134
H 21.23588 22.40640 19.55774 -0.7 0.1 -0.4 0.098
H 18.87854 18.00820 22.32792 1.0 -0.7 0.7 0.109
H 13.42012 17.87317 16.96849 0.1 -0.2 0.8 0.099
H 11.14878 12.65984 18.98202 -0.7 -0.1 -0.3 0.069
H 11.34482 23.43903 16.37746 1.0 -0.5 1.0 0.098
H 11.39486 18.58327 18.09162 -0.4 -0.3 0.1 0.068
H 12.47351 11.62713 16.41561 0.7 0.8 -0.3 0.098
H 23.05192 9.85243 20.65272 -0.1 -1.0 0.8 0.065
H 19.88488 16.41160 20.51665 0.2 0.2 0.1 0.065
H 24.28450 21.20557 15.90636 0.1 -0.3 -0.2 0.075
H 27.91380 16.94391 17.30022 -0.7 0.1 -0.3 0.090
H 22.22169 15.31379 16.73740 0.2 0.3 -0.2 0.083
H 12.17319 12.90914 15.15652 0.2 -0.3 0.5 0.084
H 12.91816 20.88166 10.47417 -0.1 -0.4 -0.1 0.073
H 18.62568 23.81168 20.63963 -0.5 -0.3 0.6 0.058
H 17.21998 18.95539 18.36551 -0.5 -0.5 0.5 0.101
H 13.95227 17.05731 18.52465 0.3 -0.2 -0.4 0.078
H 19.00858 9.84612 16.02305 -0.1 0.1 0.6 0.126
H 23.16828 20.07339 20.20016 0.1 -0.3 0.6 0.070
H 15.56537 19.81777 22.49927 0.0 0.6 0.2 0.085
H 12.75020 23.08057 17.58122 0.7 0.3 -0.6 0.047
H 14.73484 12.64188 16.70141 0.8 -0.1 0.8 0.058
H 18.42287 13.95645 19.55548 -0.1 0.4 0.4 0.067
H 22.47226 20.66899 18.74452 -0.1 -0.4 -0.1 0.067
H 16.38187 12.93686 12.81536 0.0 -0.2 0.5 0.117
H 14.36300 14.13876 15.80530 -0.2 -1.0 0.0 0.099
H 24.08595 23.80790 19.39464 0.2 -0.4 0.2 0.075
H 20.96512 19.62949 16.51476 -0.3 0.4 0.3 0.109
H 26.44690 22.84274 18.90657 -0.1 0.4 0.3 0.108
H 11.24214 22.46649 17.86656 -0.6 -0.5 0.0 0.066
H 20.54852 15.97930 22.13801 -0.3 0.6 -0.5 0.086
H 15.24983 17.15113 21.34742 0.0 0.0 -0.4 0.121
H 21.54742 16.93830 21.06594 -0.7 0.0 -0.2 0.077
H 18.02574 12.37181 12.73211 0.1 0.3 0.1 0.120
H 12.40208 15.52823 14.00857 0.6 0.6 -0.3 0.088
H 21.74281 19.19821 19.42209 0.3 0.4 0.5 0.069
H 28.45022 19.06746 18.42881 0.2 0.8 0.4 0.111
H 11.38131 21.08666 15.60832 -1.4 -0.5 -0.8 0.090
H 24.12700 23.01656 21.02291 0.2 0.2 -0.3 0.082
H 19.45503 10.44257 19.05384 0.7 0.3 0.6 0.058
H 23.70505 13.38864 14.69859 -0.1 0.1 1.1 0.076
H 15.75616 15.28910 23.09412 -1.4 -0.1 1.5 0.053
H 13.79272 22.35108 10.41432 0.2 0.8 0.2 0.065
H 12.66531 18.28997 8.68900 -0.3 -0.1 0.2 0.067
H 27.25444 18.44990 16.51443 0.5 0.2 -0.2 0.070
H 16.32218 19.81397 14.20085 -0.5 -0.1 -0.8 0.048
H 16.09843 12.41284 18.27893 0.4 0.2 0.9 0.110
H 14.20223 9.06751 11.69482 0.7 0.9 -1.6 0.054
H 20.51091 9.58408 16.91426 -0.4 0.0 0.1 0.108
H 16.28458 16.12647 20.24987 -0.2 0.5 -0.3 0.099
H 12.39183 13.37937 16.83355 -0.5 0.0 0.4 0.052
H 11.51538 17.01847 9.39891 0.6 0.5 -0.3 0.085
H 22.60788 14.58970 14.27035 -0.2 0.3 0.6 0.082
H 17.43070 16.51138 17.86446 0.0 0.1 -0.5 0.081
H 22.78117 11.52119 20.57712 0.1 1.0 0.4 0.076
H 19.06876 23.88519 18.98681 -0.2 -0.1 -1.1 0.058
```
Positions in Å, forces in eV/Å.

Maximum force = 3.8 eV/A
Highest occupied orbital energy = -0.331 hartree
Structure (SMILES) = CCOP(=O)(OCC)OCC.CCOP(=O)(OCC)OCC.CCOP(=O)(OCC)OCC.CCOP(=O)(OCC)OCC.CCOP(=O)(OCC)OCC.CCOP(=O)(OCC)OCC.CCOP(=O)(OCC)OCC.Fc1ccccc1.Fc1ccccc1
LUMO energy = 0.019 Eh
Orbital gap = 0.3500 Eh